{"formula": "C5H10NO", "method": "ωB97M-V/def2-TZVPD", "symbols": ["O", "C", "C", "C", "C", "C", "N", "H", "H", "H", "H", "H", "H", "H", "H", "H", "H"], "coordinates": [[-1.324, 1.598, -0.401], [-1.956, 0.591, -0.231], [-1.593, -0.607, 0.624], [-0.132, -0.501, 1.103], [0.818, -0.022, 0.130], [0.699, -0.055, -1.256], [1.797, 0.840, 0.729], [-3.048, 0.564, -0.410], [-2.467, -0.738, 1.267], [-1.525, -1.548, 0.049], [0.297, -1.392, 1.614], [-0.138, 0.197, 1.944], [1.050, 0.829, -1.792], [0.577, -0.982, -1.815], [2.088, -0.308, -2.817], [2.387, 1.218, -0.017], [2.470, 0.315, 1.280]], "forces_ev_per_a": [[0.67, -0.63, -0.21], [-1.80, 0.17, 1.37], [1.68, -1.25, -1.93], [-1.38, -0.51, 2.68], [2.74, 3.21, 1.84], [2.18, -1.32, -2.77], [-0.43, -1.75, -2.80], [0.13, 0.14, -0.78], [0.74, 0.01, 0.75], [-0.97, 0.41, -0.43], [-0.51, -0.10, -0.59], [0.43, 0.27, -0.23], [-0.68, 0.32, -0.39], [-1.65, 0.47, 0.23], [-0.50, 0.30, 2.04], [-0.18, 0.22, 0.13], [-0.46, 0.05, 1.07]], "nbo_charge": [-0.49, 0.44, -0.52, -0.54, 0.46, -0.50, -0.71, 0.14, 0.28, 0.25, 0.30, 0.28, 0.29, 0.27, 0.21, 0.39, 0.42], "relative_energy_kcal_mol": 172.19, "homo_energy_ev": -13.89, "e_tot_ev": -8871.113, "spin_multiplicity": 1, "total_charge": 1, "orbital_gap_ev": 6.44, "max_force_ev_per_a": 4.6}